117
Properties=species:S:1:pos:R:3 method="wB97M-V/def2-TZVPD" lumo_ev=0.1 smiles="CC[C@H](Cl)B1OBOBO1.O=S1(=O)OCCO1.O=S1(=O)OCCO1.O=S1(=O)OCCO1.O=S1(=O)OCCO1.O=S1(=O)OCCO1.O=S1(=O)OCCO1.O=S1(=O)OCCO1.O=S1(=O)OCCO1.O=S1(=O)OCCO1" gap_ev=10.60 spin_multiplicity=1 e_tot_ha=-7879.42822 charge=0
O 4.134 3.393 6.979
S -3.598 -7.084 -3.158
C -8.388 -7.324 0.374
H -5.679 -1.665 -3.557
O -5.029 -1.510 -1.604
C -6.079 -3.435 -2.375
C 12.445 4.655 2.654
O 0.237 3.779 -5.930
H -0.260 -1.604 -1.157
O 2.482 1.958 1.947
H -1.921 4.686 -3.540
O -2.798 -2.309 -2.266
S 3.952 4.818 7.670
Cl -2.464 2.549 0.003
H -8.892 -7.459 -1.729
H -1.351 6.139 -2.685
H 0.725 -0.180 -0.937
C 8.896 6.074 8.961
C 4.124 -0.780 -3.205
H -1.907 0.806 1.511
H -8.257 -8.974 -1.046
C -0.044 4.404 -2.497
H -1.710 0.425 -1.424
O 9.169 4.813 7.026
H -6.965 -1.440 -2.352
C 3.557 3.398 5.663
O 2.912 4.766 8.629
O -4.575 -7.997 -2.677
O 1.397 -0.216 -5.013
O -0.340 5.660 -4.433
O 2.721 -0.619 -2.966
C 3.692 4.834 5.203
H 4.626 -1.053 -2.280
O 3.487 0.981 -4.579
O 5.246 5.299 8.019
C -2.511 -7.167 -5.391
S -3.913 -2.643 -1.449
O -3.774 -6.959 -4.743
H -11.901 -4.801 -5.000
H 1.409 1.120 3.758
S 0.734 4.538 -4.839
C -0.100 -0.743 -0.504
H -12.068 -4.535 -3.249
H -0.731 -8.163 -4.623
S -9.382 -3.300 -3.297
H -11.244 -2.478 -5.380
O 0.624 3.660 -3.519
O 11.444 3.911 1.943
H 8.567 6.061 9.996
H -6.660 -3.714 -1.496
C -1.447 1.180 0.597
C -6.021 -1.934 -2.556
C 11.767 5.966 2.986
H 8.720 7.063 8.535
H 12.758 4.109 3.540
O 2.011 5.159 -4.898
H 4.262 -1.572 -3.944
O 0.164 2.237 2.299
H -0.516 3.725 -1.795
O 11.292 3.840 7.798
O 9.134 4.639 1.599
O -3.463 -5.792 -2.595
H -2.186 -0.668 -0.164
O 10.308 5.796 8.891
H -8.096 -7.992 1.186
H -6.456 -3.959 -3.242
C 8.256 4.986 8.127
H -7.571 -6.643 0.152
C 4.570 0.566 -3.740
H -12.515 -2.300 -4.147
B 2.241 1.982 0.578
O 3.428 5.604 6.388
S -10.881 -7.360 0.401
S 2.100 0.458 -3.984
O -11.415 -7.979 1.558
H 2.986 5.099 4.422
C -1.041 5.262 -3.247
B 1.372 1.730 2.737
O -3.752 -2.916 -0.063
H 4.690 1.298 -2.939
O 0.962 2.075 0.086
H 0.696 5.014 -1.974
B -0.069 1.838 0.982
O -2.165 -7.794 -3.176
H 11.097 5.865 3.841
C -8.858 -8.093 -0.842
C -1.406 0.045 -0.450
H 0.175 -1.141 0.479
H 7.273 5.256 7.763
O 10.790 4.914 -0.215
O -8.323 -2.920 -4.166
O -10.130 -4.543 -3.951
H 12.473 6.770 3.172
O -9.170 -3.551 -1.919
H -1.975 -6.216 -5.418
C -1.811 -8.181 -4.510
H 4.090 2.702 5.021
O -9.544 -6.581 0.790
H 2.512 3.096 5.743
O 10.980 6.260 1.820
S 10.660 5.078 7.512
H 8.197 4.043 8.674
H 13.302 4.799 1.993
O -10.562 -2.244 -3.449
H 5.486 0.508 -4.321
H 3.173 1.895 -0.152
O 1.497 1.490 -3.222
C -11.549 -2.745 -4.366
O -4.710 -3.822 -2.143
H -2.182 -9.192 -4.688
C -11.523 -4.244 -4.148
O -10.202 -8.484 -0.511
O 11.248 6.019 6.624
O -11.666 -6.512 -0.426
H -2.671 -7.525 -6.404
H 4.707 5.056 4.867
S 10.461 4.901 1.164


72
Properties=species:S:1:pos:R:3 method="wB97M-V/def2-TZVPD" lumo_ev=-3.9 gap_ev=8.07 spin_multiplicity=1 e_tot_ha=-1666.97627 charge=+1
H -2.451 -0.267 1.606
H -1.115 1.171 4.090
H 1.771 2.313 -2.177
H 2.551 0.863 -2.989
C 0.566 1.859 1.124
O -0.910 2.356 -5.006
C 1.801 -2.259 3.026
B -0.343 2.253 -3.665
H -2.500 -4.604 3.081
H -3.359 -3.764 4.478
O -0.426 3.468 -2.849
H 2.264 4.589 -7.664
H 1.016 -4.226 4.772
H -1.641 0.243 -2.720
H 1.706 6.026 -5.680
H -0.242 -5.530 4.469
C 2.389 -0.930 -0.697
C 0.380 -4.525 2.571
O -0.310 5.650 -5.789
C -2.976 -1.011 3.644
H -2.001 -2.345 2.003
H -3.801 -2.622 2.242
H -1.788 0.164 -0.368
C 0.085 -4.473 4.148
H 2.766 -1.062 0.391
H -4.110 -0.839 3.801
H 1.152 -5.375 2.412
C -2.825 -2.381 2.817
H 1.343 3.660 -6.458
C 1.811 0.565 -0.794
H 2.720 -2.775 3.487
H 0.249 -2.629 1.352
H 0.730 2.818 0.503
C 1.704 1.161 -2.286
H 0.534 4.257 -7.900
H -1.226 1.843 -0.836
C 0.320 0.865 -3.051
N -0.726 0.173 -2.220
H -1.358 -3.731 5.677
C -1.058 0.783 3.001
H 1.842 -3.534 1.199
H -0.540 -4.817 1.935
C -2.518 0.205 2.651
C 0.949 5.783 -6.433
H 0.884 6.616 -7.135
C 0.427 0.653 0.065
H -3.302 1.038 2.587
H -1.857 2.100 -4.916
H 1.568 -1.740 -0.817
O 4.775 -0.736 -1.387
H -0.446 2.930 2.790
H -1.631 2.445 1.483
H 2.227 -1.356 2.433
C -0.897 0.732 -0.838
C 3.641 -1.228 -1.639
C 1.044 -3.190 1.959
C -2.469 -3.668 3.742
H 0.566 0.218 -3.980
H -0.798 -2.380 4.566
H -0.241 4.915 -5.162
H -1.339 3.503 -2.483
H 0.374 -0.328 0.683
C -0.713 2.058 2.075
Cl 3.539 -2.268 -3.145
H 1.508 1.711 1.765
H -2.414 -0.988 4.636
C -1.108 -3.481 4.575
C 1.299 4.501 -7.159
H -0.509 -0.845 -2.200
H -0.235 -0.016 2.998
H 2.555 1.247 -0.228
H 1.130 -1.815 3.834


106
Properties=species:S:1:pos:R:3 method="wB97M-V/def2-TZVPD" lumo_ev=-0.3 gap_ev=7.95 spin_multiplicity=1 e_tot_ha=-80489.03431 charge=0
Br 5.568 3.426 1.326
C -2.856 -2.527 -3.193
H -1.235 10.100 -3.458
H 1.421 2.104 -2.065
Br 4.398 -0.035 -3.995
Br 6.151 -3.198 1.236
H -1.238 -6.182 0.318
C -0.666 -6.450 -0.535
Br -4.026 -1.622 0.955
Br 1.750 3.518 5.196
H -0.385 -2.359 -0.731
C 3.781 -1.856 -3.655
C 2.315 5.573 1.138
Br -3.833 5.942 3.516
O -0.404 -1.396 -0.746
H 0.701 5.262 -1.127
H 1.875 6.589 -1.240
H 1.195 -0.892 0.457
Br -4.317 -4.367 2.384
O -0.294 -4.026 -1.295
H -0.844 6.768 -3.481
H -0.048 2.011 -3.215
H -0.203 -6.966 4.561
Br -1.303 -2.446 -4.322
Br -1.619 3.578 3.458
O -1.103 3.829 -1.438
Br 3.321 -4.610 1.461
H 2.614 6.628 0.940
Br 6.249 2.595 -1.560
C 4.207 -2.931 1.475
Br 5.216 -3.026 -2.974
S -0.731 2.462 -1.025
H -5.363 0.629 2.909
H -2.425 6.364 -2.965
C -2.266 1.526 -1.221
C 1.618 1.805 4.190
S -0.105 -4.993 3.089
S 0.484 -5.162 -0.744
Br -1.889 5.480 1.044
H -2.625 1.745 -2.228
C -5.914 1.436 2.483
H -3.114 -2.519 4.543
H -0.169 10.192 -2.052
Br 0.466 -6.170 -5.785
H -0.171 -7.374 -0.181
Br 2.453 0.478 5.172
C 1.423 -5.727 -2.201
Br 2.202 -1.892 -2.481
H 0.599 -4.419 5.233
H 0.372 -2.991 4.112
H -1.094 -6.631 -1.507
Br 3.688 -1.963 2.988
Br 2.061 -4.526 -7.990
H 0.543 1.721 4.189
O 2.360 3.210 -0.141
H 1.553 -6.782 -2.417
H 1.931 -4.008 4.094
C 0.819 -3.972 4.248
Br 2.152 1.931 2.357
Br -6.762 -3.111 0.707
H -2.907 1.804 -0.354
C 0.088 -0.763 0.422
H -0.368 -1.210 1.307
C -4.885 -3.295 0.884
H 3.944 -2.378 0.579
H 0.218 -7.288 2.698
C 0.395 1.767 -2.257
O -1.483 -4.705 3.527
H 1.435 -6.491 3.789
C -1.786 7.182 -3.359
H 0.217 9.012 -3.403
C -0.584 9.487 -2.832
H 2.466 -5.469 -2.127
H 2.830 5.138 2.051
H 0.401 0.642 -2.295
C 1.739 5.530 -1.394
H 1.001 -5.271 -3.115
O -0.603 7.557 -1.136
C 0.377 -6.680 3.621
Br -4.369 -1.546 -3.720
H -4.687 -3.796 -0.059
Br 5.749 0.309 0.641
Br -1.745 -0.444 4.519
H 4.218 2.129 -0.092
H -2.315 7.581 -4.218
Br -4.677 2.411 1.392
H -2.501 -2.142 -2.305
H -0.130 0.310 0.365
Br -7.335 0.732 1.434
S -1.544 8.327 -1.995
Br -4.572 -1.006 5.917
H 3.510 -2.346 -4.543
C 5.325 2.114 0.013
Br -6.656 2.405 4.072
H 1.259 5.441 1.256
C -2.123 5.389 2.892
C -2.911 -1.782 5.301
S 2.794 4.609 -0.278
H -1.425 6.018 3.406
Br 3.344 -5.259 -5.189
H 1.870 5.236 -2.395
Br -3.145 -4.363 -2.890
H 2.614 -6.754 -7.038
Br -1.858 -2.546 6.745
C 2.172 -5.904 -6.552
H -1.845 0.540 -1.087


80
Properties=species:S:1:pos:R:3 method="wB97M-V/def2-TZVPD" lumo_ev=-3.2 gap_ev=7.49 spin_multiplicity=1 e_tot_ha=-3107.68285 charge=+1
O -0.854 -3.924 -2.437
H 0.919 -2.742 -3.375
C 0.656 4.963 -3.911
C 1.611 -0.225 1.056
H 0.378 2.544 -4.180
H -1.461 -1.225 -1.122
C 1.483 0.214 -3.544
H -3.693 -5.471 4.756
H 0.609 -2.500 1.895
C -1.118 -3.667 6.241
H -3.646 2.050 -0.413
H -2.260 0.612 -1.331
H -2.287 -4.776 3.968
C 3.887 2.522 -0.557
S 2.815 3.902 -0.235
H -3.553 3.449 0.769
C -1.165 0.676 -1.571
H 1.852 0.740 1.536
H 1.049 2.280 -1.635
H 0.110 5.277 -4.832
H -0.494 -3.734 5.346
N -0.849 -0.779 -1.823
O -2.482 0.447 1.555
H 0.923 5.868 -3.322
H -3.986 -4.996 7.251
N -3.249 -4.296 7.237
H -2.563 3.432 -0.736
O -3.813 -3.480 4.518
H -2.801 -1.758 5.019
C 1.423 2.615 -4.582
C 0.536 -0.958 -1.328
O 0.310 -0.723 3.349
H 2.628 4.136 -3.412
H 2.704 1.927 -2.983
H -0.384 -0.774 0.613
H -0.090 4.404 -3.289
C -3.096 -2.324 4.134
H 2.343 4.516 -5.185
H -2.384 -1.700 -2.948
H -1.141 1.378 -2.429
H -1.305 -0.722 -3.962
C 2.343 1.497 -3.941
O -0.822 -3.395 -4.794
S -0.437 -2.995 -3.467
H 1.350 2.429 -5.676
H -3.368 0.775 1.796
H 0.584 4.201 0.541
C -3.007 -4.619 4.782
C 4.866 0.557 -0.371
O 3.986 1.382 0.204
H -1.931 -5.628 6.324
O 2.488 -1.742 3.101
C 1.917 4.074 -4.260
H 2.550 -1.071 -2.147
H -2.220 -2.561 3.522
H -0.424 3.143 -1.149
H 5.188 -0.450 -0.075
C 0.403 -0.177 0.058
H -3.733 -3.439 6.978
P -1.656 1.807 0.988
H 2.220 0.528 -1.478
C 0.373 2.452 -0.774
H 0.867 -1.992 -1.095
H 1.835 -0.595 -4.233
C -0.379 1.174 -0.248
C -2.311 -4.616 6.156
H 0.430 0.500 -3.750
H 2.510 -0.641 0.549
C -1.313 -1.422 -3.096
H -1.416 -2.628 6.374
S 1.249 -1.396 2.438
C -2.973 2.800 0.082
H 3.193 1.249 -4.604
C 1.754 -0.288 -2.079
C 1.171 3.277 0.319
H -0.494 -3.925 7.098
N 5.359 1.148 -1.464
H 1.292 2.763 1.293
N 4.756 2.338 -1.553
H -3.764 -1.689 3.550


77
Properties=species:S:1:pos:R:3 method="wB97M-V/def2-TZVPD" lumo_ev=-2.5 gap_ev=7.55 spin_multiplicity=1 e_tot_ha=-2152.09327 charge=+1
C 4.882 0.688 -0.928
H 1.340 0.815 2.630
C 1.517 -1.451 -1.203
H 4.710 -3.844 3.379
C -7.008 -1.840 0.821
C 2.192 0.605 0.001
H 5.945 4.106 -1.816
H -3.905 -0.368 0.762
H 6.673 2.406 -2.269
C -4.002 -1.658 -1.651
H 6.361 2.108 3.170
C 4.566 -2.939 2.652
C 4.691 2.311 -1.052
O 3.943 -0.999 0.555
H 7.902 3.992 -0.262
H -4.268 1.055 -0.870
H -8.255 -1.938 -0.986
H 5.640 0.501 -0.030
H 4.853 -1.924 3.210
H -1.680 0.211 -0.779
H 1.382 1.183 -2.127
H -7.099 -1.356 1.801
C -8.355 -1.805 0.096
C -5.164 -2.231 -0.847
H 3.695 1.257 2.314
C -6.194 0.065 -0.719
H -1.595 1.702 0.857
C 6.164 3.016 -1.393
C 3.521 -0.154 -0.583
H -5.126 -0.706 -3.217
C -9.178 -0.562 0.423
C -4.409 -0.421 -2.437
O -0.892 2.352 0.506
H -9.206 -0.378 1.501
C 5.468 -3.001 1.282
H 7.934 2.111 -0.137
O -1.271 0.837 -1.476
H -10.211 -0.697 0.082
H 3.690 -3.048 -0.156
H -4.566 -1.693 1.765
H 7.138 1.289 1.943
H -8.793 0.335 -0.064
C 7.191 3.044 -0.116
H -3.158 -1.420 -0.995
H 4.021 2.539 -2.012
H -5.292 -0.048 1.841
H 5.440 0.330 -1.916
S 2.023 3.354 1.736
P 2.347 1.406 1.755
H -6.717 -2.881 1.002
O 1.283 -0.589 0.003
H -3.634 -2.423 -2.346
B -0.299 1.630 -0.643
H -5.956 -2.586 -1.516
C 6.478 3.228 1.349
H 3.415 -2.934 2.340
H 7.204 3.910 2.005
C -5.032 0.630 -1.531
C -4.811 -0.791 1.197
O 2.896 -1.014 -1.602
H -6.575 0.810 -0.012
H -8.938 -2.665 0.451
C 4.552 -2.263 0.099
C 1.330 1.612 -1.014
H -6.987 -0.224 -1.417
N -5.801 -1.180 0.083
H 5.174 -2.153 -0.904
O 0.690 -2.325 -1.785
H 1.790 2.687 -1.067
H -4.826 -3.066 -0.224
H 4.151 2.792 -0.133
H 6.485 -2.424 1.331
N 6.324 1.923 2.126
H 5.480 3.841 1.248
H -3.536 0.000 -2.949
H -5.399 1.461 -2.146
H 5.657 -4.138 1.009